Density functional theory data (the ωB97M-V functional and the def2-TZVPD basis) for FHMgNO3S2Y as an isolated structure in a non-equilibrium geometry.

Expectation value of S² ... 0.753
Orbital gap (alpha / beta) ... 3.511 / 5.878 eV
Highest occupied orbital energy (alpha / beta) ... -9.619 / -12.039 eV
Charge ... +1
DFT total energy ... -38515.6926 eV
Multiplicity ... 2

Geometry as XYZ:
```
10
Properties=species:S:1:pos:R:3:mulliken_charge:R:1
Mg 0.318 -0.665 3.423 0.38
N -1.143 -0.144 0.549 -0.60
S -1.847 -0.717 2.066 -0.40
S 0.137 0.735 0.607 1.40
O 0.701 0.532 -1.143 -0.53
O 0.998 0.520 1.804 -0.38
F -0.301 2.308 0.820 -0.20
Y -0.924 -0.989 -1.750 1.79
O 0.578 -0.631 -3.216 -0.77
H 1.482 -0.950 -3.158 0.32
```

Density functional theory data (the ωB97M-V functional and the def2-TZVPD basis) for an isolated molecule of FHN2O in a non-equilibrium geometry.

Orbital gap ... 10.235 eV
Highest occupied orbital energy ... -10.221 eV
DFT total energy ... -7756.0718 eV
Multiplicity ... 1
Relative energy (zero: lowest compared OMol25 entry of this formula, charge and spin) ... 79.54 kcal/mol
SMILES ... O=NNF

Geometry as XYZ:
```
5
Properties=species:S:1:pos:R:3:nbo_charge:R:1
O -1.559 -0.895 -0.119 -0.26
N -1.083 0.152 -0.282 0.30
N 0.405 0.193 0.123 -0.19
F 1.271 1.192 -0.196 -0.20
H 0.966 -0.642 0.473 0.35
```

Density functional theory data (the ωB97M-V functional and the def2-TZVPD basis) for a 2-piece molecular cluster, FHN2O3 overall in a non-equilibrium geometry.

Orbital gap (alpha / beta) ... 9.820 / 9.816 eV
Highest occupied orbital energy (alpha / beta) ... -11.843 / -11.838 eV
DFT total energy ... -11847.9398 eV
Multiplicity ... 1
Relative energy (zero: lowest compared OMol25 entry of this formula, charge and spin) ... 64.69 kcal/mol

Geometry as XYZ:
```
7
Properties=species:S:1:pos:R:3:nbo_charge:R:1
N -0.973 -0.493 -0.157 0.62
N 0.327 0.192 -0.517 0.29
O -0.842 -1.460 0.449 -0.29
O -1.905 0.154 -0.441 -0.27
O 1.228 -0.228 0.265 -0.40
F 0.094 1.797 0.389 -0.45
H 2.072 0.038 0.013 0.51
```

Density functional theory data (the ωB97M-V functional and the def2-TZVPD basis) for FHNO as an isolated structure in a non-equilibrium geometry.

Orbital gap ... 8.605 eV
Highest occupied orbital energy ... -2.903 eV
Charge ... -1
DFT total energy ... -6268.2539 eV
Multiplicity ... 1
Relative energy (zero: lowest compared OMol25 entry of this formula, charge and spin) ... 17.08 kcal/mol

Geometry as XYZ:
```
4
Properties=species:S:1:pos:R:3:nbo_charge:R:1
N 0.053 -0.281 -0.473 0.07
O -0.467 -1.146 0.295 -0.50
F -0.788 1.241 0.130 -0.68
H 1.202 0.186 0.048 0.11
```

Density functional theory data (the ωB97M-V functional and the def2-TZVPD basis) for a 2-piece molecular cluster, FHNO3P overall in a non-equilibrium geometry.

Orbital gap ... 5.479 eV
Highest occupied orbital energy ... 1.752 eV
Charge ... -2
DFT total energy ... -19653.1287 eV
Multiplicity ... 1
Relative energy (zero: lowest compared OMol25 entry of this formula, charge and spin) ... 28.00 kcal/mol

Geometry as XYZ:
```
7
Properties=species:S:1:pos:R:3:nbo_charge:R:1
N 1.911 -0.038 0.809 -0.70
O -1.437 -1.366 0.538 -1.16
O -0.991 -0.202 -1.733 -1.15
O -1.533 1.126 0.410 -1.16
F 2.395 0.609 -0.513 -0.47
P -1.174 -0.137 -0.262 2.42
H 0.829 0.008 0.751 0.21
```

Density functional theory data (the ωB97M-V functional and the def2-TZVPD basis) for FHO4 as an isolated structure in a non-equilibrium geometry.

Orbital gap (alpha / beta) ... 9.180 / 9.391 eV
Highest occupied orbital energy (alpha / beta) ... -10.768 / -11.095 eV
DFT total energy ... -10912.3233 eV
Multiplicity ... 1
Relative energy (zero: lowest compared OMol25 entry of this formula, charge and spin) ... 14.09 kcal/mol

Geometry as XYZ:
```
6
Properties=species:S:1:pos:R:3:nbo_charge:R:1
O 0.835 0.394 0.617 -0.27
O 1.548 1.125 -0.131 -0.17
O -1.390 0.649 -0.886 0.03
O -0.778 -0.302 -0.585 0.25
F -1.350 -1.384 0.430 -0.30
H 1.135 -0.482 0.555 0.46
```